1.
{
  "formula": "C38H55ErN2O3",
  "method": "the ωB97M-V functional and the def2-TZVPD basis",
  "elements": ["Er", "C", "O", "C", "C", "O", "C", "C", "O", "C", "H", "H", "H", "H", "H", "H", "H", "H", "H", "H", "H", "H", "H", "H", "C", "C", "C", "C", "C", "C", "C", "C", "C", "C", "C", "C", "N", "C", "C", "N", "C", "C", "C", "C", "C", "C", "C", "C", "C", "C", "C", "C", "H", "H", "H", "H", "H", "H", "H", "H", "H", "H", "H", "H", "H", "H", "H", "H", "H", "H", "H", "H", "H", "H", "H", "H", "H", "H", "H", "H", "H", "H", "H", "H", "H", "H", "H", "H", "C", "C", "C", "C", "C", "C", "H", "H", "H", "H", "H"],
  "coordinates": [[0.3751, 0.7156, 0.7552], [0.1236, 3.1470, 3.1468], [-0.4388, 2.5031, 1.9160], [-1.2911, 3.4011, 1.1460], [-0.4724, 3.9239, 0.0137], [0.0714, 2.7540, -0.6749], [1.3366, 3.0457, -1.3233], [2.5511, 2.8031, -0.4219], [2.4876, 1.4043, 0.0446], [3.7438, 0.9332, 0.5328], [-0.5794, 3.0611, 3.9805], [0.2674, 4.2247, 2.9957], [1.0305, 2.5898, 3.3593], [-1.6232, 4.1988, 1.8428], [-2.2187, 2.7805, 0.9843], [0.3154, 4.6378, 0.3569], [-1.1145, 4.4290, -0.7668], [1.3017, 4.1049, -1.6923], [1.4817, 2.4196, -2.2174], [2.5557, 3.5208, 0.4466], [3.5088, 2.9484, -1.0226], [4.2932, 1.7617, 0.9223], [4.3343, 0.4782, -0.2848], [3.5518, 0.2371, 1.4159], [-4.7364, -1.1173, 2.3895], [-3.5100, -0.2427, 2.0632], [-3.1201, 0.6056, 3.2787], [-3.6836, 0.5818, 0.7982], [-4.9365, 1.2701, 0.6323], [-5.3191, 1.9127, -0.4953], [-4.3830, 2.0030, -1.5591], [-3.1272, 1.3419, -1.4741], [-2.5594, 1.0443, -2.8613], [-2.1718, 2.3396, -3.6972], [-3.5397, 0.1219, -3.7069], [-2.7533, 0.6720, -0.2210], [-1.5200, 0.0277, -0.1705], [-1.4956, -1.1588, -0.8095], [-0.2665, -1.7450, -1.1204], [0.8629, -1.1664, -0.7198], [2.0739, -1.7746, -1.1320], [2.5265, -1.6894, -2.4680], [3.9431, -1.4969, -2.6543], [4.8266, -1.8789, -1.6504], [4.3330, -2.5157, -0.5038], [2.9935, -2.4000, -0.2337], [2.3775, -3.3125, 0.8053], [2.3178, -4.7415, 0.2971], [3.0575, -3.2651, 2.1847], [1.6309, -1.5784, -3.7081], [1.4478, -0.1295, -4.2359], [2.1889, -2.4484, -4.8392], [-4.5614, -1.6681, 3.3118], [-4.7989, -1.9487, 1.6301], [-5.6688, -0.5092, 2.4281], [-2.6766, -0.9680, 1.8269], [-3.5757, 1.6083, 3.3039], [-2.0018, 0.8427, 3.2748], [-3.1876, 0.0418, 4.2311], [-5.5818, 1.0817, 1.4383], [-6.3271, 2.3326, -0.5756], [-4.6975, 2.4764, -2.4774], [-1.6085, 0.4891, -2.7777], [-3.0097, 2.6543, -4.3037], [-1.3651, 2.0033, -4.3754], [-1.8154, 3.0368, -2.9817], [-4.5699, 0.5585, -3.7475], [-3.6546, -0.8590, -3.2174], [-3.1436, -0.0489, -4.6579], [-2.4317, -1.6868, -0.9888], [-0.3503, -2.6885, -1.6611], [4.3058, -1.0906, -3.5871], [5.8653, -1.7294, -1.7789], [4.9086, -3.1937, 0.1445], [1.3280, -2.9861, 0.9600], [3.3119, -5.1919, 0.2040], [1.8436, -4.7781, -0.6900], [1.7122, -5.4023, 1.0263], [4.1045, -3.7176, 2.2437], [2.4921, -3.8026, 2.9628], [3.0167, -2.1823, 2.6088], [0.6696, -1.9483, -3.4360], [2.3906, 0.3608, -4.4068], [0.9625, 0.5065, -3.4337], [0.8774, -0.0094, -5.2080], [3.0153, -1.8764, -5.3696], [1.4707, -2.7444, -5.5849], [2.7557, -3.3267, -4.4752], [0.3752, -1.1434, 5.5034], [-0.2551, -1.7150, 4.4171], [0.0213, -1.3368, 3.0581], [0.8504, -0.2189, 2.8943], [1.6345, 0.2141, 3.9613], [1.3245, -0.1587, 5.2947], [0.0357, -1.3791, 6.5503], [-0.9191, -2.5087, 4.6032], [-0.3665, -1.9557, 2.2680], [2.3234, 1.0626, 3.8287], [1.9216, 0.2210, 6.1161]],
  "forces_ev_per_angstrom": [[0.00, -2.14, -1.41], [-0.68, -0.52, -0.83], [0.38, 1.91, 1.57], [-1.17, -0.64, 1.96], [-0.70, 0.09, -1.81], [1.29, 0.70, 0.31], [0.20, 0.60, -0.57], [0.37, -0.11, -0.04], [-0.05, 1.96, -0.46], [0.10, -1.35, 0.87], [-0.04, -0.37, -0.23], [0.30, -0.35, -0.35], [-0.01, 0.29, 0.15], [0.23, -0.14, -0.62], [0.98, 0.78, -0.84], [-0.38, -0.73, -0.18], [0.55, -0.20, 0.98], [0.24, -0.80, 0.40], [-0.62, -0.08, 0.39], [0.12, -0.83, -0.53], [-1.22, -0.17, 0.71], [0.46, 0.72, 0.34], [-0.49, -0.12, 0.45], [0.20, 0.58, -1.47], [0.02, -0.53, -1.08], [0.91, -0.88, -0.22], [2.30, 0.38, 0.36], [-1.51, 1.26, -0.09], [1.86, -1.56, 0.48], [0.50, 1.00, -1.05], [0.43, -0.87, 1.35], [-2.29, -0.16, 0.15], [0.85, -0.11, -0.78], [-0.14, -2.68, 0.07], [-0.66, 0.72, 2.76], [-0.40, 0.48, -2.03], [0.31, 1.77, 1.53], [1.90, -2.87, -1.48], [-4.71, -0.31, -0.06], [2.13, 0.23, 0.95], [0.70, 0.80, -0.99], [1.18, 1.51, -0.27], [-1.16, -1.06, 1.07], [-0.54, -0.04, -0.16], [-0.07, -0.02, -0.22], [-1.02, -0.74, 0.06], [-0.48, 0.45, 1.33], [-0.84, -1.23, 0.64], [0.47, 1.23, 1.35], [0.46, 0.72, -0.34], [-1.13, 0.75, 0.64], [2.29, 0.40, -0.15], [-0.15, 0.33, 0.33], [-0.36, 1.06, 0.41], [0.54, -0.83, 0.15], [-0.63, 0.80, 0.45], [-0.42, -0.55, 0.20], [-1.18, -0.31, -0.35], [-0.53, 0.44, -0.45], [-1.20, 0.33, 0.76], [0.43, -0.04, -0.05], [0.11, -0.02, -0.19], [-0.44, 0.07, 0.29], [-0.17, 0.55, 0.05], [-0.29, 0.51, 0.20], [0.31, 1.11, 0.24], [0.91, -0.19, -0.20], [0.13, 0.33, -0.05], [0.56, -0.11, -1.67], [0.12, 0.05, -0.23], [0.52, -0.06, 0.20], [0.06, -0.10, -0.13], [1.02, -0.03, -0.24], [0.13, 0.75, -0.33], [0.53, -0.03, -0.09], [-0.03, 0.10, 0.02], [0.00, -0.09, 0.17], [0.88, 0.99, -1.12], [-1.19, 0.87, -0.36], [-0.08, -0.17, -0.48], [0.54, -1.66, -0.87], [-0.78, -0.21, 0.18], [0.74, -0.02, -0.14], [0.13, -0.73, -0.86], [0.37, -0.50, 1.18], [-1.00, -0.45, 0.36], [-0.41, -0.05, -0.16], [-0.70, 0.15, 0.01], [-0.74, 0.48, 1.19], [0.70, 0.08, -1.80], [0.31, 0.27, 3.42], [0.94, -0.30, -1.73], [-1.32, 0.75, 1.61], [1.22, -0.24, -1.07], [0.54, 0.01, -1.22], [-0.92, -0.97, 0.15], [-0.46, 0.23, -0.47], [0.01, -0.45, 0.03], [-0.16, 0.14, 0.06]],
  "mulliken_spin": [3.033, 0.001, -0.012, 0.001, 0.000, -0.002, -0.001, 0.000, -0.003, 0.001, 0.000, 0.000, 0.000, 0.000, -0.001, 0.000, 0.000, 0.000, 0.000, 0.000, 0.000, 0.000, 0.000, -0.001, 0.000, 0.001, 0.001, 0.000, 0.000, 0.000, 0.000, -0.003, -0.001, 0.000, 0.000, 0.000, -0.002, -0.004, 0.004, -0.008, 0.002, -0.002, 0.000, 0.000, 0.000, -0.005, 0.002, 0.000, 0.000, 0.000, 0.000, 0.000, 0.000, 0.000, 0.000, 0.000, 0.000, 0.000, 0.000, 0.000, 0.000, 0.000, 0.000, 0.000, 0.000, 0.000, 0.000, 0.000, 0.000, 0.001, -0.002, 0.000, 0.000, 0.000, 0.000, 0.000, 0.000, 0.000, 0.000, 0.000, 0.000, 0.000, 0.000, 0.000, 0.000, 0.000, 0.000, 0.000, 0.000, 0.003, 0.003, 0.000, -0.003, 0.000, 0.000, 0.000, -0.003, 0.000, 0.000],
  "multiplicity": 4,
  "homo_ev": [-4.95, -4.96],
  "s2": 3.753,
  "lumo_ev": [-0.251, -0.250]
}

=====

2.
{
  "formula": "C5H7ClS",
  "method": "the ωB97M-V functional and the def2-TZVPD basis",
  "elements": ["C", "C", "C", "C", "Cl", "S", "C", "H", "H", "H", "H", "H", "H", "H"],
  "coordinates": [[-1.0746, -1.6558, 0.3221], [-0.4876, -0.7276, -0.4132], [0.8674, -0.1011, -0.1308], [1.8866, -0.9232, -0.1071], [3.4838, -0.4276, 0.1947], [0.9112, 1.6587, -0.0343], [-0.7912, 2.1756, 0.1628], [-1.8734, -2.2621, 0.0377], [-0.4798, -2.0749, 1.0791], [-0.8032, -0.5870, -1.4466], [1.8135, -2.0023, -0.3014], [-1.2541, 1.8817, 1.1794], [-1.3681, 1.7525, -0.6924], [-0.8303, 3.2932, 0.1500]],
  "forces_ev_per_angstrom": [[1.65, 0.34, -0.41], [0.83, -0.09, -1.10], [-2.85, 0.04, -0.13], [0.68, -1.19, 0.02], [0.87, 0.38, 0.10], [1.11, 0.16, 0.21], [-1.52, -0.28, 0.94], [-1.46, -0.41, -0.71], [0.34, -0.08, 1.74], [-0.56, 0.64, 0.27], [-0.24, 0.69, 0.17], [0.75, 0.17, -1.71], [0.09, 0.55, 0.87], [0.32, -0.95, -0.27]],
  "nbo_charge": [-0.370, -0.197, -0.231, -0.256, 0.006, 0.287, -0.772, 0.201, 0.192, 0.207, 0.227, 0.230, 0.229, 0.246],
  "multiplicity": 1,
  "homo_ev": -8.34,
  "lumo_ev": 0.845,
  "smiles": "C=C/C(=C/Cl)SC",
  "e_above_lowest_kj_mol": 117.0
}

=====

3.
{
  "formula": "C29H27Cl7IrNO3S2",
  "method": "the ωB97M-V functional and the def2-TZVPD basis",
  "elements": ["Ir", "O", "C", "C", "C", "C", "C", "C", "N", "H", "H", "H", "H", "H", "H", "H", "Cl", "C", "C", "C", "Cl", "C", "Cl", "C", "Cl", "C", "Cl", "O", "S", "C", "C", "C", "C", "S", "O", "C", "C", "C", "C", "C", "C", "C", "C", "C", "C", "C", "C", "H", "H", "H", "H", "H", "H", "H", "H", "H", "H", "H", "H", "H", "H", "H", "H", "H", "H", "Cl", "C", "Cl", "H", "H"],
  "coordinates": [[0.1107, 0.3009, 0.7899], [-0.6366, -0.2452, 2.6189], [-1.6125, 0.7288, 3.0947], [-2.4353, 1.0870, 1.8924], [-3.7661, 1.4425, 1.9276], [-4.3952, 1.8113, 0.7468], [-3.6768, 1.7995, -0.4416], [-2.3552, 1.4142, -0.4244], [-1.7485, 1.0697, 0.7260], [0.0711, -0.3649, 3.3049], [-1.0792, 1.6119, 3.4588], [-2.1867, 0.2893, 3.9075], [-4.2959, 1.4419, 2.8704], [-5.4380, 2.1005, 0.7535], [-4.1328, 2.0888, -1.3778], [-1.7549, 1.3882, -1.3192], [0.2790, 3.2869, -0.2826], [1.2085, 3.0143, 1.1537], [1.1646, 1.7650, 1.7779], [1.8709, 1.6418, 2.9833], [1.8991, 0.1825, 3.9415], [2.6373, 2.6975, 3.4954], [3.5287, 2.4952, 4.9357], [2.6754, 3.9250, 2.8314], [3.5916, 5.2123, 3.4542], [1.9412, 4.0894, 1.6562], [1.9391, 5.5842, 0.8430], [-0.6006, -1.5552, 0.1968], [-0.7381, -3.0722, 0.4718], [-0.5661, -3.7314, -1.2451], [-0.5890, -2.6478, -2.3293], [0.7914, -2.0420, -2.6157], [0.7357, -0.8189, -3.5364], [0.5896, 0.7929, -2.6423], [0.4290, 0.3076, -1.1875], [2.2131, 1.4785, -2.8027], [2.4597, 2.1860, -3.9723], [3.7188, 2.7378, -4.1571], [4.6919, 2.5955, -3.1768], [4.4160, 1.9030, -2.0038], [3.1694, 1.3281, -1.8116], [-2.4453, -3.3292, 0.8278], [-2.7473, -4.3888, 1.6735], [-4.0821, -4.6716, 1.9313], [-5.0779, -3.8943, 1.3584], [-4.7549, -2.8283, 0.5220], [-3.4308, -2.5393, 0.2429], [-1.3953, -4.4311, -1.3406], [0.3660, -4.2974, -1.2525], [-1.3029, -1.8690, -2.0536], [-0.9712, -3.1091, -3.2419], [1.4248, -2.7925, -3.0917], [1.2850, -1.7654, -1.6865], [-0.1324, -0.8415, -4.1963], [1.6318, -0.7123, -4.1456], [1.6871, 2.3256, -4.7197], [3.9320, 3.2941, -5.0592], [5.6673, 3.0389, -3.3227], [5.1773, 1.8187, -1.2393], [2.9271, 0.7996, -0.9014], [-1.9628, -4.9853, 2.1232], [-4.3395, -5.4944, 2.5835], [-6.1160, -4.1201, 1.5615], [-5.5429, -2.2397, 0.0713], [-3.1661, -1.7233, -0.4186], [2.2603, -1.1047, 0.7636], [3.9465, -0.3871, 0.9990], [4.8162, -1.1572, 2.2767], [3.7962, 0.6724, 1.1823], [4.4254, -0.5886, 0.0462]],
  "forces_ev_per_angstrom": [[0.00, -0.91, -0.05], [0.19, 0.23, 0.13], [-0.09, 0.17, -0.11], [0.22, -0.11, 0.00], [0.09, 0.04, 0.09], [0.00, -0.01, -0.04], [-0.03, 0.02, 0.01], [-0.01, -0.02, 0.10], [-0.06, -0.04, 0.14], [0.01, 0.09, -0.13], [-0.02, -0.03, 0.03], [-0.05, -0.08, -0.10], [-0.01, 0.00, 0.00], [0.00, 0.02, 0.01], [0.00, -0.01, 0.00], [0.00, -0.02, -0.01], [0.04, 0.00, -0.08], [-0.03, -0.02, 0.04], [0.00, 0.31, 0.07], [0.09, 0.06, -0.09], [-0.12, -0.18, -0.18], [-0.03, -0.02, 0.03], [0.00, 0.03, -0.01], [0.02, 0.04, 0.00], [-0.01, -0.02, -0.01], [0.01, -0.05, -0.02], [0.02, 0.02, 0.00], [-0.26, 0.34, 0.10], [0.01, -0.19, -0.14], [0.00, 0.05, -0.03], [0.04, 0.03, 0.07], [-0.06, 0.05, 0.03], [-0.02, -0.05, 0.08], [-0.07, 0.18, -0.18], [0.48, -0.03, 0.13], [-0.06, -0.08, 0.02], [-0.05, 0.05, 0.03], [0.02, -0.01, 0.00], [0.00, 0.02, -0.01], [-0.02, -0.02, 0.01], [0.00, 0.08, 0.01], [0.08, 0.02, -0.03], [0.03, 0.01, 0.04], [-0.01, 0.00, 0.00], [0.02, -0.02, 0.02], [0.01, 0.01, -0.05], [-0.03, 0.00, -0.01], [0.01, -0.02, -0.01], [0.01, 0.01, 0.04], [0.00, 0.02, -0.05], [-0.02, -0.05, 0.03], [-0.02, 0.02, -0.06], [0.05, -0.06, 0.01], [0.01, 0.00, -0.02], [0.00, 0.01, 0.00], [0.00, -0.01, -0.01], [0.01, -0.01, -0.01], [0.00, 0.00, 0.00], [0.03, 0.00, 0.00], [-0.06, 0.05, -0.11], [0.01, 0.00, 0.00], [0.00, -0.01, 0.00], [0.00, 0.00, 0.00], [0.00, 0.01, 0.01], [-0.01, 0.01, 0.00], [-0.38, -0.01, 0.20], [0.27, 0.07, 0.04], [-0.19, 0.03, -0.01], [-0.03, -0.02, 0.05], [-0.02, 0.04, 0.01]],
  "mulliken_spin": [0.876, -0.018, 0.001, 0.001, -0.001, 0.010, -0.003, 0.003, -0.046, 0.003, -0.001, 0.000, 0.000, 0.000, 0.000, 0.003, 0.022, -0.049, 0.064, -0.017, 0.001, -0.001, 0.000, -0.001, 0.000, 0.002, 0.007, 0.101, 0.011, 0.014, 0.002, 0.001, 0.000, 0.006, -0.009, -0.001, 0.001, 0.000, 0.000, 0.000, -0.004, 0.000, 0.003, 0.000, 0.001, -0.001, 0.007, 0.004, -0.002, 0.004, 0.000, 0.000, 0.001, 0.000, 0.000, 0.000, 0.000, 0.000, 0.000, 0.005, 0.000, 0.000, 0.000, 0.000, 0.000, -0.002, -0.002, 0.000, 0.001, 0.000],
  "multiplicity": 2,
  "homo_ev": [-16.61, -16.59],
  "s2": 0.754,
  "lumo_ev": [-9.635, -11.827],
  "total_charge": 3,
  "e_above_lowest_kj_mol": 104.1
}